(1)
This record from OMol25 describes a 2-piece molecular cluster, C4H11NO2S overall. The level of theory is the ωB97M-V functional and the def2-TZVPD basis.

XYZ file:
```
19
Properties=species:S:1:pos:R:3:forces:R:3:nbo_charge:R:1
C -1.8165 -0.5085 -1.1889 -1.840 0.358 1.081 -0.52
H 0.4391 -1.5220 2.4095 -0.077 0.009 0.109 0.12
H 2.0835 2.0437 0.0929 0.417 -0.284 0.108 0.47
H -1.8684 -0.0352 2.1850 0.301 -1.197 -0.169 0.21
H -2.4719 -1.8137 0.5079 -1.010 0.804 -0.079 0.23
H 0.4261 1.0718 0.9856 0.405 0.113 -0.229 0.40
O 2.2428 1.6556 -0.7720 -0.216 0.289 -0.369 -0.95
H -2.2377 -1.2920 -1.8190 0.026 0.271 -0.345 0.23
C -1.3529 -0.0457 1.2054 -1.157 3.561 1.681 -0.24
H 0.0516 1.1622 -1.3770 -0.238 -0.168 0.097 0.14
S -0.3729 0.1264 -2.1204 -0.416 -0.372 0.332 -0.03
H -2.6272 0.2618 -0.9715 1.011 -0.575 -1.173 0.21
H 2.4660 0.7251 -0.6545 -0.011 0.096 0.417 0.49
H -1.7788 1.0146 0.9564 0.487 -1.885 -0.587 0.21
N 0.0515 0.2622 1.4289 -1.258 -0.961 0.256 -0.61
C -1.6820 -1.1227 0.2233 0.856 -0.009 -0.873 -0.46
O 2.1075 -0.4415 1.8932 -0.447 -0.576 0.557 -0.63
C 0.8977 -0.6294 1.9665 1.707 0.860 -0.901 0.52
H -0.9249 -1.8694 0.1911 1.462 -0.335 0.088 0.22
```
Forces are in eV/Å.

## Properties
Lowest unoccupied orbital energy in eV: 0.71
Energy relative to the best compared isomer or geometry (same formula, charge and spin) in eV: 1.265
Energy in hartree: -762.4029
HOMO-LUMO gap in eV: 9.8744

---

(2)
This record from OMol25 describes C12H20BCl6CrF6NO10S2 as an isolated structure. The level of theory is the ωB97M-V functional and the def2-TZVPD basis.

XYZ file:
```
59
Properties=species:S:1:pos:R:3:forces:R:3:lowdin_spin:R:1
H -5.2263 -2.1009 -2.5600 0.171 0.143 0.174 0.00
O -2.0109 -2.3623 -0.2212 2.004 -0.239 0.929 0.03
Cl -1.3051 -1.2485 -3.4084 -0.228 -0.102 -0.812 0.00
F -1.4355 0.3085 -0.5514 1.116 -0.819 -0.164 0.00
Cl 1.7876 4.1850 -1.2254 0.179 0.059 0.823 0.00
H 2.5643 6.1027 -3.3314 0.203 -0.088 -0.285 0.00
O 3.2266 -2.2763 3.0905 -0.708 0.605 -1.146 0.00
O 0.3108 1.0134 -1.9704 1.277 -0.606 0.512 0.00
Cl 0.5908 2.5920 4.5894 -0.004 0.062 -0.410 0.00
H 2.3167 2.7410 2.9705 -0.072 -0.167 0.177 0.00
O 1.4424 -2.3652 4.3181 -2.510 0.526 0.142 0.00
O 2.8745 0.6418 -0.7532 -1.352 -0.199 0.247 -0.01
H 2.4289 -2.7538 6.0533 -0.542 0.460 0.367 0.00
H -2.5009 -0.3986 -5.4124 0.724 -0.382 0.062 0.00
O -3.6053 -3.0472 -1.6625 0.976 0.289 0.704 0.00
F 1.0844 -5.1994 -2.0486 -0.448 0.285 0.421 0.00
C 3.6781 -2.3086 4.4301 0.397 -1.798 2.319 0.00
H -2.2859 1.3097 -3.7080 0.037 -0.104 1.170 0.00
C -3.1703 0.6703 -3.7427 0.294 0.207 -1.550 0.00
O -4.1462 -1.9307 0.1458 0.258 -0.562 1.105 0.00
Cl 3.6662 4.3467 4.9893 0.001 -0.416 0.133 0.00
H 2.4345 -0.9729 5.6267 -0.920 0.035 -0.195 0.00
C -5.0199 -2.8272 -1.7788 -0.816 -1.045 0.478 0.00
Cr 0.0147 -2.5052 0.4162 0.119 -0.123 -1.182 2.87
C 2.4229 -2.0005 5.2716 2.492 -0.776 -0.223 0.00
H 2.6739 5.2542 3.1178 -0.112 -0.067 -0.095 0.00
S 2.1814 -0.0966 0.2411 4.881 -3.636 4.489 0.01
C 1.5695 3.4354 3.3521 1.118 0.271 0.116 0.00
H 1.2906 3.3724 -3.3115 0.310 -0.369 0.047 0.00
H 3.9530 -3.3425 4.6737 -0.233 -0.192 -0.523 0.00
C -5.4099 -2.3783 -0.3568 -0.957 1.657 -1.035 0.00
H 4.5952 -1.8305 4.7698 -0.225 1.139 -1.153 0.00
H 1.0099 3.7602 2.4764 -0.607 -0.122 0.339 0.00
Cl -4.1127 0.4852 -2.2611 0.295 0.122 0.186 0.00
C -2.7017 -0.6439 -4.3709 -0.597 0.586 0.766 0.00
B 0.3243 -4.4379 -1.2354 -0.465 -1.942 -2.033 0.00
C 1.8339 5.3714 -3.6726 0.601 0.545 0.603 0.00
C 2.2715 4.6542 3.9331 -0.240 0.423 -0.294 0.00
C -3.1797 -2.4683 -0.5496 -0.807 0.402 -0.949 0.01
N 0.6970 -0.7769 -0.1302 1.321 1.749 -0.503 0.01
H -5.9760 -3.0348 0.3019 0.838 -0.648 0.022 0.00
H -6.0319 -1.4811 -0.3765 0.070 0.015 -0.266 0.00
H 1.5900 5.2815 4.5031 -0.087 -0.092 -0.039 0.00
H -3.7630 1.2626 -4.4433 -0.527 -0.529 -0.009 0.00
O 1.2151 -2.4666 2.1008 -1.520 -0.333 -1.169 0.02
H 1.8501 5.2790 -4.7547 0.255 -0.252 0.046 0.00
S 0.1570 0.6782 -0.6015 -8.922 3.184 -1.822 0.01
F 2.9050 -1.5452 0.2550 -0.300 0.843 -0.583 0.00
F 0.2082 -3.1007 -1.6415 0.060 2.152 0.106 0.00
C 1.8926 -2.3571 3.1092 2.257 0.204 0.553 0.00
Cl 0.2821 6.1880 -3.3086 -0.155 -0.432 0.035 0.00
F -0.9709 -4.8173 -0.9737 0.146 -0.635 0.368 0.00
O 0.0761 1.6923 0.4049 2.158 -0.796 -0.029 0.00
O 2.2137 0.2290 1.6485 -0.212 0.270 -1.938 0.01
F 0.9859 -4.2214 0.0201 0.535 0.546 2.268 0.01
H -3.4414 -1.4397 -4.3430 -0.107 0.114 -0.003 0.00
H -5.4555 -3.7895 -2.0419 -0.036 0.090 -0.059 0.00
H 3.0597 3.6298 -3.1166 0.013 0.153 -0.122 0.00
C 2.0696 4.0416 -2.9452 -1.396 0.335 -1.115 0.00
```
Forces are in eV/Å.

## Properties
Lowest unoccupied orbital energy (alpha / beta) in eV: -7.77 / -6.11
Charge: +1
2S+1: 4
Energy in hartree: -6502.3302
HOMO-LUMO gap (alpha / beta) in eV: 4.4116 / 6.0710

---

(3)
This record from OMol25 describes a 2-piece molecular cluster, C6H10N2O overall. The level of theory is the ωB97M-V functional and the def2-TZVPD basis.

XYZ file:
```
19
Properties=species:S:1:pos:R:3:forces:R:3:nbo_charge:R:1
C -2.1431 1.7498 1.8141 -3.048 3.794 -2.573 -0.01
C 2.3506 -1.3907 0.4422 3.979 -2.053 0.037 -0.62
H 3.4279 -1.7215 0.1338 -1.353 0.811 0.782 0.21
C 1.8572 -0.5651 -0.6744 -1.379 1.553 -0.437 -0.45
H -2.9027 1.7090 0.8731 1.587 -0.338 2.167 0.15
O -0.0166 1.2100 -0.3857 -0.679 1.761 -0.974 -0.42
H 2.5446 0.3003 -0.8221 -0.716 -0.412 -0.119 0.22
H -3.1249 -0.3475 -2.9958 -0.141 -0.806 -0.125 0.35
C -1.5638 -0.0325 -2.0509 -0.325 -0.262 -2.493 0.27
N -2.1141 -0.4088 -3.1385 0.413 1.629 2.204 -0.61
H 1.9340 -2.3871 0.4451 -0.890 -0.091 0.475 0.21
C 0.4276 -0.0782 -0.2245 -0.281 -3.102 -1.061 0.11
H -2.1254 2.8276 2.2037 0.376 -1.457 -0.076 0.15
H 1.8274 -1.1759 -1.6167 -0.138 0.755 0.810 0.23
H 2.4407 -0.9592 1.4599 -0.402 -0.080 -0.750 0.22
H 0.0809 -0.6606 0.6553 0.092 0.958 -0.206 0.20
N -1.5051 0.7622 2.1407 3.356 -2.075 2.543 -0.62
C -0.6634 0.2694 -1.1919 1.902 -0.620 1.718 0.07
H -0.7318 0.8987 2.9326 -2.352 0.033 -1.923 0.34
```
Forces are in eV/Å.

## Properties
Lowest unoccupied orbital energy in eV: 0.71
Energy relative to the best compared isomer or geometry (same formula, charge and spin) in eV: 5.942
Energy in hartree: -419.1681
HOMO-LUMO gap in eV: 9.2818

---

(4)
This record from OMol25 describes C13H17FeIN2 as an isolated structure. The level of theory is the ωB97M-V functional and the def2-TZVPD basis.

XYZ file:
```
34
Properties=species:S:1:pos:R:3:forces:R:3:lowdin_spin:R:1
H 3.3255 -2.6482 2.5989 -0.211 0.035 -0.263 0.00
N 1.0896 -0.9738 -0.1011 0.648 -1.750 -0.211 0.16
C 1.6997 -1.2826 2.2129 0.927 -0.621 0.103 0.03
H 1.9538 -2.2612 -1.5113 0.092 0.195 0.395 0.00
H 3.4126 -3.3991 0.1808 -0.108 0.213 0.047 0.01
C 1.4144 1.6560 -1.2222 1.705 0.418 -0.144 0.02
H -2.5550 1.6783 -0.4099 0.501 0.064 0.237 0.00
H -0.1790 1.7736 -3.3074 -0.227 0.118 0.058 0.00
C -1.5979 -2.3455 -1.3683 0.195 -0.533 0.003 0.01
H -2.2347 -3.1703 -1.6996 0.056 0.349 0.039 0.00
Fe 0.1028 0.2005 -1.2980 0.203 1.787 -0.806 2.90
C 1.9393 -1.9750 -0.4536 0.195 0.263 1.338 0.03
C 0.9002 -0.6788 1.2348 -1.004 0.840 -0.250 0.13
C -2.1833 2.1608 1.6724 -0.708 0.076 -0.956 0.10
H 1.0590 2.5376 -0.6764 -0.057 -0.278 -0.232 0.01
H -0.0101 0.3618 3.5885 -0.276 0.391 -0.062 0.00
H -2.9236 2.9596 1.6952 0.037 -0.349 0.014 0.01
H 1.5308 -0.9887 3.2482 0.306 -0.225 -0.196 0.00
C -0.5400 0.7693 2.7269 -0.571 0.768 0.677 0.04
C 2.7437 -2.6008 0.4960 -0.038 -0.307 -1.481 0.10
N -0.8634 0.6613 0.3334 -2.047 0.219 1.457 0.17
C -1.9257 1.5063 0.4691 0.938 0.033 0.892 0.03
I -0.8103 -1.3793 -3.1711 -0.569 -1.216 0.317 0.04
C -0.1817 0.2641 1.4725 0.657 -0.699 -0.628 0.12
C 2.6720 -2.2163 1.8406 -1.156 1.085 1.040 0.09
H 2.3063 1.2863 -0.6907 -0.192 -0.067 -0.131 0.01
H -0.7373 -2.7401 -0.8118 -0.238 0.239 -0.364 0.00
H -1.6912 2.2478 3.7998 -0.089 -0.189 -0.304 0.00
H 1.7181 1.9390 -2.2446 0.010 0.106 0.521 0.02
C -0.6985 1.6797 -2.3449 -0.453 0.670 -0.536 -0.10
H -2.1260 -1.6183 -0.7419 0.111 -0.068 -0.477 0.00
C -1.5069 1.7736 2.8349 1.445 -1.051 0.176 0.07
H -1.7503 1.4591 -2.5557 -0.094 -0.182 -0.008 0.00
H -0.6750 2.6509 -1.8286 0.010 -0.337 -0.265 0.00
```
Forces are in eV/Å.

## Properties
Lowest unoccupied orbital energy (alpha / beta) in eV: -0.14 / -0.18
2S+1: 5
Energy relative to the best compared isomer or geometry (same formula, charge and spin) in eV: 3.096
Energy in hartree: -2176.3466
HOMO-LUMO gap (alpha / beta) in eV: 4.6947 / 8.1290

---

(5)
This record from OMol25 describes a 2-piece molecular cluster, C3H12N3 overall. The level of theory is the ωB97M-V functional and the def2-TZVPD basis.

XYZ file:
```
18
Properties=species:S:1:pos:R:3:forces:R:3:nbo_charge:R:1
H -0.8622 1.2040 1.2896 0.022 -0.351 -0.454 0.43
N 1.1931 2.1735 -1.2139 -0.445 -0.079 -1.853 -0.68
H 0.5625 -0.7890 -0.3679 0.254 0.266 0.408 0.21
H 2.2089 2.1031 -1.1905 0.049 -0.039 0.253 0.37
H -1.4299 0.5614 -0.1397 0.106 0.146 0.046 0.43
H 0.0247 1.4576 -0.1087 0.111 0.216 -0.366 0.47
H -0.2725 2.3894 -2.6441 0.564 -0.191 -0.026 0.18
H -0.7080 -3.3857 2.0735 -0.034 0.358 -0.049 0.39
C 0.1897 -0.4792 0.6209 -0.869 -1.285 -1.214 -0.23
H 0.2409 -3.2245 0.7460 -0.282 0.437 0.920 0.37
C 0.8058 2.2588 -2.4441 -0.053 0.129 1.443 0.01
N -0.1188 -2.7191 1.5808 0.399 -0.299 -0.701 -0.83
H 0.9940 -0.2842 1.3058 0.262 -0.037 0.305 0.24
H -1.3475 -0.9452 1.9094 0.133 -1.159 0.129 0.19
H 1.4971 2.2315 -3.2888 -0.147 0.130 0.101 0.19
N -0.5828 0.7628 0.3967 -0.143 0.833 0.612 -0.70
H -1.5814 -1.7858 0.3506 0.474 0.586 0.212 0.18
C -0.8136 -1.5294 1.1244 -0.403 0.338 0.233 -0.23
```
Forces are in eV/Å.

## Properties
Lowest unoccupied orbital energy in eV: -3.15
Charge: +1
Energy relative to the best compared isomer or geometry (same formula, charge and spin) in eV: 1.758
Energy in hartree: -285.5008
HOMO-LUMO gap in eV: 10.0979

---

(6)
This record from OMol25 describes C22H28BIN10OTi as an isolated structure. The level of theory is the ωB97M-V functional and the def2-TZVPD basis.

XYZ file:
```
64
Properties=species:S:1:pos:R:3:forces:R:3:nbo_charge:R:1
H 1.3871 -4.3788 -2.9593 0.001 0.005 -0.010 0.19
N -0.1924 -1.6570 0.3985 0.197 0.398 -0.198 -0.75
N -4.7442 4.2022 -2.9931 0.013 0.058 0.043 -0.44
C -2.5686 2.3913 -0.9446 -0.017 0.006 0.232 0.71
H 1.1803 -2.5683 -4.6516 0.000 -0.001 0.002 0.19
C 1.0340 -3.3948 -2.6671 0.018 -0.033 -0.001 -0.20
H -6.1307 -0.6295 -0.4463 -0.017 0.011 -0.007 -0.01
H -0.2646 0.0587 -1.6307 -0.014 0.053 0.012 0.21
C -3.8093 3.5908 -2.6919 -0.104 -0.028 -0.133 0.33
H 3.4230 -0.4322 1.8445 0.030 0.011 0.027 0.21
B -5.4320 -1.5221 -0.0099 0.128 0.030 0.030 -0.57
H 1.6026 -0.1857 1.3367 0.025 -0.013 -0.107 0.39
H 4.4563 1.8068 -0.9866 -0.003 0.008 0.012 0.20
C 3.9359 0.0581 1.0189 0.042 0.015 0.007 -0.42
C 4.3185 2.2385 0.0080 0.065 0.069 0.102 -0.40
H -4.3985 3.0845 -0.3460 0.024 0.046 -0.007 0.41
H -5.8342 -1.9157 1.0678 -0.019 -0.017 0.021 -0.01
C 0.6973 -3.1789 -1.3397 -0.040 -0.089 0.040 -0.32
C 0.4379 -1.1508 -3.2038 0.010 -0.014 0.017 -0.17
C 0.2184 -1.9308 -0.9007 -0.064 0.130 -0.008 0.26
C 1.5965 -2.8839 1.5548 -0.056 0.043 -0.017 -0.30
N 1.6656 2.9034 0.4471 0.017 -0.189 0.009 -0.73
H -0.4918 0.0344 3.4217 0.042 -0.019 -0.046 0.19
O -1.5510 1.7342 -0.5621 0.216 -0.103 0.230 -0.76
C -1.2738 0.0996 2.6605 0.041 0.253 -0.597 -0.89
C -0.6521 -2.9607 2.3865 0.082 -0.044 -0.038 -0.16
N -2.9372 -0.4595 0.4069 0.133 0.077 -0.036 -0.59
N 1.8149 2.4219 -1.7973 -0.056 0.027 -0.032 -0.81
H 0.9899 3.2268 1.1545 -0.086 0.010 -0.071 0.44
H -0.0379 4.2291 -1.8973 -0.051 -0.019 -0.005 0.39
H 3.8285 -0.5564 0.1165 -0.037 -0.001 0.020 0.20
N -3.5113 2.7203 -0.0472 -0.055 -0.119 -0.126 -0.78
C 0.0982 -0.9305 -1.8831 0.065 0.034 -0.062 -0.28
C 2.0169 -3.6617 2.6249 0.016 -0.027 0.021 -0.21
H -2.2690 0.1804 3.1019 -0.006 0.008 -0.037 0.19
C 2.0928 1.5944 0.7461 -0.064 0.228 0.108 0.71
H -3.4077 2.3872 0.8968 0.074 0.039 0.053 0.43
H -0.1939 4.3371 -0.2207 -0.007 0.042 0.030 0.41
N -0.8687 2.2786 -4.0037 0.020 0.023 0.071 -0.45
H 5.2820 2.3219 0.5157 0.002 0.003 -0.007 0.18
H 3.0654 -3.9285 2.7078 -0.003 0.001 0.012 0.19
C -0.2274 -3.7383 3.4489 -0.045 0.033 -0.038 -0.23
H -5.3251 -2.4332 -0.8046 -0.016 -0.022 -0.014 -0.01
C -1.6942 2.5024 -3.2239 0.093 0.018 -0.175 0.34
N 3.4395 1.4036 0.8129 -0.076 -0.149 -0.276 -0.41
H 3.8813 3.2236 -0.1086 0.015 0.001 0.029 0.24
H 0.7829 -3.9988 -0.6384 -0.012 0.022 0.013 0.21
H 2.3127 -2.5637 0.8063 -0.016 -0.005 -0.011 0.21
C 1.2923 3.1380 -0.8773 0.104 0.017 0.014 0.61
N 0.4379 4.2137 -1.0075 -0.010 -0.076 -0.050 -0.84
H -1.6876 -2.6678 2.2816 -0.020 0.020 0.015 0.23
H 1.4099 2.6450 -2.7024 0.007 -0.025 -0.020 0.36
C -3.9806 -0.9177 0.2221 -0.114 0.040 -0.004 0.40
I -0.8920 3.7592 2.6417 -0.069 0.248 0.023 -0.83
H -0.9519 -4.0678 4.1850 0.008 -0.006 0.003 0.20
C -2.6979 2.8245 -2.2913 0.066 -0.040 0.168 -0.58
C 0.2520 -2.5075 1.4142 -0.123 -0.022 0.156 0.17
C 0.9158 -2.3905 -3.6165 -0.001 0.031 -0.017 -0.30
H 0.3220 -0.3319 -3.9040 0.002 -0.016 -0.015 0.22
N 1.2121 0.7047 1.0470 -0.037 -0.028 0.047 -0.82
C 1.1112 -4.0948 3.5822 0.053 -0.009 0.013 -0.27
H 4.9925 0.1208 1.2790 0.005 -0.011 -0.029 0.20
H 1.4423 -4.6972 4.4197 -0.007 -0.002 -0.004 0.19
Ti -0.9206 0.2995 0.8008 -0.371 -0.929 0.620 1.50
```
Forces are in eV/Å.

## Properties
Lowest unoccupied orbital energy (alpha / beta) in eV: 4.23 / 4.23
Charge: -2
Energy in hartree: -2650.1377
HOMO-LUMO gap (alpha / beta) in eV: 6.1771 / 6.2612